# C62H57CrN12OPS3

A structure of composition C62H57CrN12OPS3 (ωB97M-V/def2-TZVPD, OMol25).

```
137
C62H57CrN12OPS3, DFT ωB97M-V/def2-TZVPD
Cr -0.2906 -1.0681 -0.3585
C 2.1921 -2.0164 4.5407
N 1.3405 -1.4523 3.4805
C 1.4282 -1.5988 2.1705
N 0.4369 -0.9213 1.5871
C -0.2407 -0.3740 2.6468
N 0.2797 -0.6758 3.8015
C 3.3020 -1.0871 4.9614
C 3.4868 -0.7642 6.2980
C 4.5574 0.0373 6.6770
C 5.4393 0.5271 5.7280
C 5.2444 0.2140 4.3858
C 4.1806 -0.5946 4.0102
C 6.1599 0.7144 3.3627
N 7.2291 1.4167 3.4900
N 7.7281 1.6089 2.2040
C 6.9167 1.0098 1.4066
O 5.8893 0.4181 2.0659
C 6.9397 0.9185 -0.0515
C 8.0469 1.3509 -0.7697
C 8.0314 1.2725 -2.1548
C 6.9118 0.7920 -2.8189
C 5.8000 0.3714 -2.0976
C 4.5791 -0.1287 -2.8339
N 3.3431 0.0657 -2.0678
C 2.5119 -0.8444 -1.6058
N 1.4841 -0.2311 -1.0107
C 1.7802 1.1088 -1.1408
N 2.8953 1.3132 -1.7860
C 5.8242 0.4195 -0.7166
H 2.5958 -2.9554 4.1642
H 1.5307 -2.2336 5.3740
H 2.1991 -2.1700 1.6762
H -1.0983 0.2671 2.5416
H 2.8026 -1.1415 7.0502
H 4.7034 0.2775 7.7219
H 6.2821 1.1443 6.0131
H 4.0568 -0.8414 2.9615
H 8.9037 1.7481 -0.2403
H 8.8925 1.5990 -2.7220
H 6.9038 0.7527 -3.9031
H 4.6493 -1.1940 -3.0581
H 4.4587 0.4091 -3.7721
H 2.6558 -1.9076 -1.7209
H 1.1715 1.8977 -0.7160
H 4.9648 0.1089 -0.1346
S -1.7432 0.7416 -0.5710
C -3.2295 0.2421 0.0879
N -4.1790 1.1000 0.3079
C -5.4212 0.6844 0.9826
C -5.7968 -0.6830 0.5188
N -4.6606 -1.6039 0.7237
C -5.0064 -2.9317 1.2938
C -5.4887 -2.7511 2.7130
C -4.6150 -2.2642 3.6838
C -5.0528 -2.0907 4.9869
C -6.3658 -2.4035 5.3258
C -7.2375 -2.8860 4.3612
C -6.8010 -3.0550 3.0521
C -3.4504 -1.2078 0.4661
S -2.1333 -2.2724 0.4589
C -4.1318 2.5203 -0.1275
C -5.0897 2.7135 -1.2790
C -4.8327 2.0928 -2.5014
C -5.7135 2.2521 -3.5594
C -6.8546 3.0329 -3.4021
C -7.1142 3.6479 -2.1865
C -6.2346 3.4843 -1.1223
H -6.2015 1.3963 0.7253
H -5.2622 0.7080 2.0629
H -6.0530 -0.6777 -0.5431
H -6.6456 -1.0549 1.0862
H -4.1343 -3.5737 1.2402
H -5.7905 -3.3622 0.6708
H -3.5832 -2.0359 3.4268
H -4.3704 -1.7229 5.7425
H -6.7055 -2.2773 6.3456
H -8.2572 -3.1359 4.6243
H -7.4831 -3.4428 2.3017
H -3.1123 2.7715 -0.3999
H -4.4161 3.1319 0.7282
H -3.9343 1.4942 -2.6331
H -5.5058 1.7789 -4.5113
H -7.5371 3.1670 -4.2315
H -7.9992 4.2591 -2.0644
H -6.4354 3.9759 -0.1754
C 1.8780 7.0663 3.2477
C 2.2037 5.8384 2.4645
C 3.4321 5.5189 1.9823
C 3.5690 4.3265 1.2475
N 2.5577 3.4910 1.0321
C 1.3418 3.7984 1.5155
S -0.0260 2.8185 1.3118
N 1.1948 4.9704 2.2070
C 4.8962 3.9601 0.6793
H 2.7713 7.6597 3.4185
H 1.4444 6.8011 4.2136
H 1.1514 7.6794 2.7111
H 4.2766 6.1714 2.1542
H 0.2634 5.1761 2.5405
H 5.2832 4.7757 0.0653
H 4.8104 3.0614 0.0753
H 5.6166 3.8035 1.4852
C -4.5115 -2.0293 -5.0851
C -4.5613 -1.6820 -3.7437
C -3.3906 -1.6443 -2.9974
C -2.1655 -1.9487 -3.5863
C -2.1214 -2.2837 -4.9397
C -3.2923 -2.3317 -5.6800
P -0.6124 -1.8764 -2.6450
C 0.5281 -1.1374 -3.8441
C 0.3376 0.2152 -4.1385
C 1.1141 0.8249 -5.1112
C 2.0818 0.0884 -5.7885
C 2.2760 -1.2529 -5.4910
C 1.4999 -1.8695 -4.5167
C -0.0982 -3.5754 -2.2914
C 0.5061 -3.7776 -1.0451
C 0.7889 -5.0428 -0.5610
C 0.4718 -6.1408 -1.3512
C -0.1217 -5.9612 -2.5944
C -0.4183 -4.6870 -3.0617
H -5.4204 -2.0599 -5.6726
H -5.5122 -1.4430 -3.2825
H -3.4256 -1.3761 -1.9566
H -1.1756 -2.4922 -5.4249
H -3.2536 -2.5964 -6.7285
H -0.4247 0.7877 -3.6185
H 0.9592 1.8688 -5.3529
H 2.6785 0.5632 -6.5568
H 3.0190 -1.8265 -6.0310
H 1.6386 -2.9240 -4.2962
H 0.7720 -2.9227 -0.4096
H 1.2450 -5.1783 0.4113
H 0.6796 -7.1390 -0.9882
H -0.3697 -6.8234 -3.2006
H -0.9067 -4.5679 -4.0210
```

As for the gap between HOMO and LUMO (alpha / beta): 5.123 / 5.209 eV. The multiplicity is 4. For the highest occupied orbital energy (alpha / beta), the calculation gives -13.904 / -13.904 eV. As for the net charge: +3. As for the expectation value of S²: 3.84. The calculation puts the total energy at -5708.8261 hartree.